Entry 1:
Computed, not measured: a molecular structure, C24H20BrN4O2Ti, with ωB97M-V with the def2-TZVPD basis set.

The geometry in XYZ format:
```
52
Properties=species:S:1:pos:R:3:lowdin_charge:R:1
Ti -0.302 -0.490 -0.024 1.21
Br 4.476 -0.019 5.765 0.82
C 3.075 -0.081 4.510 -0.68
C 1.748 -0.043 4.947 -0.07
C 0.705 -0.092 4.044 0.02
C 0.968 -0.179 2.681 -0.29
O -0.031 -0.250 1.799 -0.17
C 2.304 -0.203 2.229 -0.13
C 2.639 -0.264 0.844 -0.01
N 1.809 -0.231 -0.159 0.00
C 2.337 -0.280 -1.481 -0.19
C 3.594 0.124 -1.852 0.02
C 4.041 -0.052 -3.176 -0.03
C 3.238 -0.632 -4.116 0.01
C 1.926 -1.031 -3.773 -0.13
C 1.037 -1.644 -4.682 0.05
C -0.217 -2.011 -4.270 -0.01
C -0.602 -1.745 -2.952 -0.09
N 0.195 -1.160 -2.074 0.01
C 1.465 -0.817 -2.458 -0.15
C 3.351 -0.164 3.168 -0.05
H 1.540 0.020 6.006 0.12
H -0.321 -0.070 4.386 0.13
H 3.703 -0.346 0.632 0.14
H 4.260 0.594 -1.141 0.12
H 5.038 0.274 -3.438 0.13
H 3.588 -0.787 -5.128 0.13
H 1.362 -1.827 -5.699 0.14
H -0.912 -2.497 -4.938 0.12
H -1.587 -2.026 -2.600 0.11
H 4.379 -0.195 2.827 0.12
C -3.524 -2.444 1.619 0.06
C -3.030 -1.522 0.559 -0.44
O -1.919 -1.731 -0.006 -0.09
N -3.761 -0.471 0.214 0.13
C -3.411 0.416 -0.894 -0.07
C -2.565 1.607 -0.504 -0.22
C -3.142 2.852 -0.349 0.02
C -2.349 3.943 -0.019 0.01
C -0.986 3.758 0.127 0.00
C -0.469 2.492 -0.060 -0.08
N -1.234 1.428 -0.359 0.01
H -3.198 -3.456 1.391 0.11
H -4.605 -2.413 1.730 0.10
H -3.065 -2.150 2.565 0.11
H -4.646 -0.332 0.679 0.17
H -4.341 0.772 -1.333 0.14
H -2.899 -0.173 -1.656 0.12
H -4.208 2.974 -0.491 0.13
H -2.793 4.921 0.113 0.13
H -0.326 4.578 0.373 0.13
H 0.594 2.306 0.040 0.12
```

Computed properties:
Spin multiplicity: 2
Kohn-Sham gap (spin up / spin down), eV: 7.217 / 7.131
Molar mass, g/mol: 524.2
Net charge: +2
Strongest force on any atom, eV/A: 0.81
HOMO (spin up / spin down), eV: -13.55 / -13.55
Energy relative to the best compared isomer or geometry (same formula, charge and spin), kcal per mole: 0.0


Entry 2:
Computed, not measured: a single C11H22N2O2 molecule at a distorted geometry, with ωB97M-V with the def2-TZVPD basis set.

The geometry in XYZ format:
```
37
Properties=species:S:1:pos:R:3:lowdin_charge:R:1
C -0.875 0.545 0.175 -0.41
C 1.506 -0.426 0.368 -0.43
C 2.088 0.729 -0.454 -0.44
C 2.115 -1.724 -0.036 -0.02
C 1.596 -0.176 1.935 0.01
C 3.459 1.179 -0.142 -0.14
C 1.708 0.749 -1.895 0.00
C -3.085 -0.324 0.952 -0.06
C -2.510 -0.576 -1.459 -0.04
C -2.974 1.728 -0.413 -0.08
C -2.362 0.311 -0.239 -0.53
N 0.057 -0.537 0.115 -0.03
N 2.372 2.109 0.097 0.09
O -0.336 1.642 0.317 0.13
O -0.512 -1.793 0.270 -0.01
H 1.484 -2.622 0.332 0.13
H 3.035 -1.853 0.423 0.07
H 2.349 -1.806 -1.057 0.06
H 2.622 0.233 2.254 0.10
H 1.381 -1.186 2.434 0.11
H 0.909 0.618 2.149 0.06
H 4.076 1.528 -0.919 0.08
H 4.145 0.631 0.672 0.15
H 2.111 2.263 1.008 0.05
H 1.976 -0.325 -2.268 0.12
H 2.307 1.479 -2.367 0.07
H 0.672 0.945 -2.054 0.07
H -2.452 -1.014 1.489 0.05
H -3.385 0.520 1.657 0.10
H -3.972 -0.778 0.537 0.07
H -2.843 0.086 -2.422 0.14
H -3.250 -1.275 -1.358 0.03
H -1.566 -1.064 -1.681 0.07
H -2.879 2.357 0.510 0.08
H -4.150 1.598 -0.751 0.14
H -2.440 2.346 -1.214 0.09
H -0.683 -1.986 1.221 0.12
```

Computed properties:
Spin multiplicity: 3
Kohn-Sham gap (spin up / spin down), eV: 5.439 / 6.669
Molar mass, g/mol: 214.3
Net charge: 0
Strongest force on any atom, eV/A: 4.97
HOMO (spin up / spin down), eV: -4.83 / -9.15


Entry 3:
Computed, not measured: a molecular structure, CNa9O3 at a distorted geometry, with ωB97M-V with the def2-TZVPD basis set.

The geometry in XYZ format:
```
13
Properties=species:S:1:pos:R:3:lowdin_charge:R:1
Na 1.227 2.596 -0.701 0.92
Na -2.171 1.860 -1.869 0.94
Na 0.475 -3.865 1.079 0.96
Na 2.081 1.236 2.654 0.94
Na 0.440 0.695 -3.393 0.94
Na 1.579 -2.126 -1.825 0.94
Na -0.759 -1.161 2.493 0.91
Na -0.987 2.674 2.452 0.95
Na -2.098 -1.916 -1.068 0.94
C 0.065 0.026 0.013 -0.84
O 0.219 0.670 1.108 0.13
O 0.314 -1.201 0.080 0.17
O -0.386 0.514 -1.023 0.09
```

Computed properties:
Spin multiplicity: 2
Kohn-Sham gap (spin up / spin down), eV: 14.181 / 8.243
Molar mass, g/mol: 266.9
Net charge: +8
Strongest force on any atom, eV/A: 2.88
HOMO (spin up / spin down), eV: -43.15 / -42.98
Energy relative to the best compared isomer or geometry (same formula, charge and spin), kcal per mole: 0.0


Entry 4:
Computed, not measured: 2 unconnected molecules or ions with the total composition C2H5N3O3 at a distorted geometry, with ωB97M-V with the def2-TZVPD basis set.

The geometry in XYZ format:
```
13
Properties=species:S:1:pos:R:3:lowdin_charge:R:1
C 0.036 1.494 -1.418 0.05
C -0.137 1.184 -0.163 -0.10
N 0.070 0.704 0.943 0.18
N 0.462 0.706 2.198 -0.48
O 1.000 -0.323 2.522 0.09
O 0.104 1.609 2.865 0.13
H 0.240 0.583 -2.050 0.10
H 0.160 2.407 -1.824 0.02
N 0.069 -1.677 -0.767 -0.09
O -1.340 -1.489 -0.806 -0.15
H 0.449 -2.122 0.299 0.17
H 0.232 -2.539 -1.255 0.05
H -1.345 -0.537 -0.545 0.04
```

Computed properties:
SMILES: C=C=N[N+](=O)[O-].NO
Kohn-Sham gap, eV: 9.213
Molar mass, g/mol: 119.1
Net charge: 0
Strongest force on any atom, eV/A: 4.55
HOMO, eV: -9.63
Energy relative to the best compared isomer or geometry (same formula, charge and spin), kcal per mole: 204.9


Entry 5:
Computed, not measured: a molecular structure, C11H14O3P at a distorted geometry, with ωB97M-V with the def2-TZVPD basis set.

The geometry in XYZ format:
```
29
Properties=species:S:1:pos:R:3:lowdin_charge:R:1
C -3.729 1.006 -0.387 -0.11
C -3.057 0.576 -1.576 -0.12
C -3.362 0.553 0.861 -0.07
C -2.084 -0.399 -1.537 -0.07
C -2.311 -0.402 0.900 -0.10
C -1.756 -0.907 -0.222 -0.28
C 1.603 0.980 -0.634 -0.24
C 1.802 1.219 0.820 -0.18
C 1.826 -0.510 -0.892 -0.15
C 1.058 -0.056 1.371 -0.16
C 1.325 -1.131 0.397 -0.52
O -0.786 -3.068 1.086 -0.38
O -0.554 -3.025 -1.436 -0.38
O 2.200 -2.060 0.822 -0.03
P -0.583 -2.281 -0.148 0.45
H -4.531 1.770 -0.539 0.10
H -3.230 1.156 -2.462 0.08
H -3.819 0.878 1.740 0.07
H -1.677 -0.853 -2.521 0.13
H -2.060 -0.887 1.741 0.06
H 0.636 1.183 -1.085 0.11
H 2.359 1.638 -1.061 0.10
H 2.933 1.079 0.986 0.14
H 1.279 2.108 1.122 0.09
H 1.459 -0.789 -1.825 0.08
H 2.847 -0.755 -1.038 0.10
H 1.046 -0.337 2.488 0.15
H 0.075 0.260 1.105 0.06
H 1.685 -2.820 1.101 0.08
```

Computed properties:
Kohn-Sham gap, eV: 7.153
Molar mass, g/mol: 225.2
Net charge: -1
Strongest force on any atom, eV/A: 4.55
HOMO, eV: -3.79
Energy relative to the best compared isomer or geometry (same formula, charge and spin), kcal per mole: 0.0


Entry 6:
Computed, not measured: a molecular structure, C2H7ClNO12P2Ti at a distorted geometry, with ωB97M-V with the def2-TZVPD basis set.

The geometry in XYZ format:
```
26
Properties=species:S:1:pos:R:3:lowdin_charge:R:1
Ti 0.112 0.312 0.427 0.92
O 3.177 -2.044 -0.650 -0.09
P 2.641 -0.898 0.312 0.25
O 3.670 -0.082 0.939 -0.21
O 1.556 -0.177 -0.544 -0.32
O 1.744 -1.790 1.359 -0.26
P 0.914 -1.108 2.605 0.25
O 0.541 -2.382 3.467 -0.07
O 1.636 -0.081 3.332 -0.20
O -0.400 -0.658 1.876 -0.33
H 4.086 -2.270 -0.423 0.09
H -0.003 -3.019 2.992 0.09
O -1.353 1.899 1.039 -0.31
Cl -0.154 2.640 0.662 0.71
O -0.270 4.020 0.867 -0.20
O 0.938 2.029 1.401 -0.30
O 0.063 2.279 -0.734 -0.31
C -1.405 0.339 -2.953 0.04
C -1.930 -0.037 -1.613 -0.46
N -3.245 -0.097 -1.391 0.23
O -1.151 -0.338 -0.683 -0.08
H -2.199 0.471 -3.683 0.09
H -0.713 -0.431 -3.292 0.11
H -0.835 1.263 -2.847 0.10
H -3.881 0.334 -2.041 0.13
H -3.538 -0.173 -0.427 0.14
```

Computed properties:
Spin multiplicity: 2
Kohn-Sham gap (spin up / spin down), eV: 7.875 / 10.286
Molar mass, g/mol: 382.3
Net charge: 0
Strongest force on any atom, eV/A: 4.15
HOMO (spin up / spin down), eV: -8.13 / -10.55
Energy relative to the best compared isomer or geometry (same formula, charge and spin), kcal per mole: 49.9


The highest strongest force on any atom belongs to which entry?
C11H22N2O2


Among the records above, which one has the highest net charge?
CNa9O3